Density functional theory data (the ωB97M-V functional and the def2-TZVPD basis) for a 10-piece molecular cluster, C14H48N2O10 overall at a distorted geometry.

As for the net charge: 0. The calculation puts the orbital gap at 9.54 eV. As for the structure (SMILES): NC(N)=O.CCO.CCO.CCO.CCO.CO.CO.CO.CO.CO.

Last column: Mulliken charge in e.
Cartesian coordinates (Å):
C 11.689 -4.934 7.616  -0.429
C 10.145 -4.956 7.862  0.074
O 9.940 -4.361 9.156  -0.603
H 12.236 -5.520 8.382  0.185
H 12.153 -3.958 7.565  -0.273
H 11.885 -5.443 6.687  0.454
H 9.795 -5.982 7.941  0.402
H 9.497 -4.404 7.130  -0.225
H 9.909 -3.417 9.003  0.196
C 15.415 0.282 7.883  -0.660
C 15.123 -0.527 9.189  -0.376
O 14.035 -0.148 9.956  -0.323
H 16.375 0.025 7.443  0.444
H 15.396 1.333 7.959  0.394
H 14.664 0.042 7.172  -0.098
H 16.009 -0.522 9.840  0.359
H 15.019 -1.593 8.985  0.229
H 13.881 0.773 9.789  0.221
C 8.766 0.280 10.614  -0.858
C 9.297 1.237 9.563  0.027
O 9.027 0.729 8.263  -0.554
H 7.732 0.253 10.584  0.478
H 8.967 0.601 11.623  0.343
H 9.132 -0.743 10.449  -0.070
H 10.355 1.470 9.709  -0.040
H 8.802 2.263 9.619  0.436
H 9.410 -0.119 8.234  0.209
C 10.801 0.996 5.510  -0.948
C 11.452 2.130 6.384  -0.232
O 12.807 1.815 6.539  -0.547
H 9.780 1.387 5.223  0.361
H 10.688 0.095 6.128  0.055
H 11.324 0.782 4.604  0.608
H 10.973 2.304 7.308  0.195
H 11.334 3.088 5.834  0.384
H 13.155 2.302 7.308  0.285
C 13.022 -2.021 5.290  0.434
O 11.775 -2.408 5.649  -0.566
N 13.955 -2.782 4.856  -0.390
N 13.404 -0.759 5.273  -0.278
H 13.796 -3.775 4.694  0.309
H 14.941 -2.463 4.602  0.172
H 12.761 -0.090 5.686  -0.124
H 14.311 -0.450 5.105  0.203
C 9.799 -2.425 12.438  -0.343
O 10.615 -3.237 13.254  -0.568
H 8.780 -2.807 12.573  0.416
H 9.920 -2.610 11.346  -0.038
H 9.770 -1.452 12.718  0.191
H 10.525 -4.159 13.036  0.337
C 7.464 -2.638 5.820  -0.663
O 8.834 -2.355 5.671  -0.283
H 7.385 -3.542 6.355  0.264
H 6.973 -2.777 4.820  0.267
H 7.011 -1.740 6.303  0.219
H 9.016 -1.566 5.125  0.223
C 12.057 1.018 12.369  -0.218
O 11.591 2.244 12.854  -0.574
H 13.038 0.826 12.577  0.551
H 12.002 1.104 11.264  -0.226
H 11.428 0.225 12.813  0.146
H 11.538 2.288 13.841  0.307
C 11.504 -1.073 8.771  -0.253
O 10.562 -1.838 8.110  0.488
H 11.414 -1.054 9.878  0.145
H 11.433 -0.052 8.347  -0.109
H 12.410 -1.501 8.423  0.161
H 10.761 -1.918 7.197  -0.303
C 12.980 -3.586 10.351  0.202
O 13.741 -4.698 10.609  -0.612
H 13.289 -2.658 10.935  0.140
H 11.976 -3.860 10.633  0.313
H 12.931 -3.220 9.375  -0.427
H 13.078 -5.430 10.723  0.385



Density functional theory data (the ωB97M-V functional and the def2-TZVPD basis) for C14H50F2HgNO15S2 as an isolated structure at a distorted geometry.

As for the net charge: +1. The calculation puts the orbital gap at 1.15 eV.

Last column: Mulliken charge in e.
Cartesian coordinates (Å):
Hg 5.995 17.066 0.371  0.598
N 8.647 18.622 3.781  -0.064
S 8.850 18.252 5.271  1.097
O 8.445 19.228 6.267  -0.413
O 9.960 17.325 5.544  -0.421
F 7.548 17.303 5.373  -0.272
S 9.998 19.693 3.948  1.056
O 11.347 19.114 4.002  -0.438
O 9.785 21.036 4.566  -0.443
F 9.873 20.122 2.412  -0.240
C 11.289 14.378 11.866  -0.524
O 11.522 15.638 12.523  -0.495
H 11.766 13.527 12.352  0.255
H 10.223 14.222 11.699  0.251
H 11.704 14.378 10.858  0.211
H 10.946 15.630 13.290  0.305
C 5.838 24.853 9.178  -0.467
O 5.624 26.153 9.713  -0.473
H 6.470 24.325 9.891  0.212
H 4.922 24.287 9.010  0.249
H 6.308 24.873 8.194  0.236
H 5.253 26.713 9.028  0.301
C 14.773 19.908 -4.055  -0.514
O 15.924 20.744 -3.886  -0.485
H 14.055 19.896 -3.235  0.232
H 14.309 20.226 -4.988  0.215
H 15.110 18.895 -4.274  0.256
H 16.350 20.358 -3.117  0.296
C 10.943 14.601 -0.846  -0.460
O 10.135 15.534 -1.595  -0.507
H 11.988 14.910 -0.844  0.249
H 10.587 14.620 0.184  0.185
H 10.858 13.601 -1.270  0.249
H 10.441 15.516 -2.505  0.303
C 5.949 21.280 -3.555  -0.573
O 5.723 21.064 -2.226  -0.468
H 6.902 20.826 -3.827  0.220
H 5.181 20.973 -4.266  0.265
H 6.112 22.332 -3.788  0.259
H 5.061 21.730 -2.026  0.315
C 2.357 15.961 10.666  -0.447
O 2.432 14.626 11.001  -0.494
H 1.545 16.065 9.945  0.230
H 2.275 16.653 11.504  0.234
H 3.282 16.177 10.132  0.187
H 1.587 14.292 11.312  0.306
O 6.278 12.748 1.664  -0.648
H 6.223 12.099 0.963  0.325
H 6.488 12.239 2.447  0.324
C 0.737 12.870 4.493  -1.069
C -0.461 13.441 5.239  -0.147
O -0.635 14.750 4.769  -0.506
H 1.625 13.433 4.780  0.270
H 0.664 12.735 3.414  0.308
H 0.933 11.854 4.836  0.352
H -0.319 13.460 6.319  0.258
H -1.405 12.955 4.996  0.273
H -1.362 15.122 5.275  0.310
C 15.920 25.413 1.561  -0.882
C 15.603 26.148 0.268  -0.219
O 16.733 26.895 -0.109  -0.478
H 16.311 26.099 2.312  0.289
H 16.722 24.726 1.290  0.259
H 15.062 24.846 1.921  0.297
H 14.880 26.909 0.562  0.225
H 15.329 25.472 -0.542  0.308
H 17.218 26.391 -0.766  0.320
C 15.396 21.223 8.465  -1.042
C 14.528 20.397 9.476  -0.167
O 15.120 19.170 9.797  -0.452
H 14.925 22.195 8.317  0.343
H 15.510 20.744 7.493  0.294
H 16.372 21.477 8.879  0.299
H 13.523 20.271 9.074  0.284
H 14.412 20.951 10.407  0.273
H 14.407 18.714 10.250  0.335
C 17.174 12.631 4.029  -1.007
C 15.923 13.529 3.977  -0.214
O 16.147 14.719 3.228  -0.485
H 17.308 12.290 3.002  0.264
H 17.001 11.769 4.674  0.337
H 18.041 13.159 4.424  0.299
H 15.658 13.818 4.994  0.292
H 15.054 12.970 3.630  0.281
H 15.435 15.289 3.529  0.321



Density functional theory data (the ωB97M-V functional and the def2-TZVPD basis) for C14H50N4O11 as an isolated structure at a distorted geometry.

As for the net charge: 0. The calculation puts the orbital gap at 9.11 eV.

Last column: Mulliken charge in e.
Cartesian coordinates (Å):
C -1.381 1.170 -0.306  -0.525
C -0.409 1.089 0.829  1.453
O -0.030 -0.240 1.181  -0.157
H -1.458 2.177 -0.506  0.655
H -2.326 0.750 0.050  -0.089
H -0.984 0.548 -1.179  -0.452
H -0.847 1.697 1.643  0.072
H 0.462 1.694 0.515  -1.102
H 0.301 -0.283 2.090  -0.036
C 3.434 2.875 0.525  -0.011
C 3.708 4.300 0.962  -0.497
O 5.062 4.484 0.953  -0.540
H 3.375 2.954 -0.607  0.370
H 2.423 2.671 0.711  -0.447
H 4.093 2.169 0.987  0.293
H 3.491 4.344 2.063  0.221
H 3.158 5.109 0.485  0.321
H 5.367 4.315 0.062  0.328
C -5.539 -2.020 -0.046  -1.318
C -4.721 -0.860 -0.576  -0.052
O -3.396 -1.335 -0.834  -0.275
H -5.721 -2.894 -0.665  0.339
H -6.526 -1.639 0.209  0.370
H -5.092 -2.476 0.824  0.366
H -4.553 -0.112 0.183  0.271
H -5.173 -0.415 -1.512  0.133
H -3.106 -1.717 0.012  0.216
C 0.037 -0.720 -4.987  0.388
O 0.201 -0.201 -3.684  -0.642
N -1.032 -1.318 -5.386  -0.292
N 1.133 -0.755 -5.786  -0.464
H -1.762 -1.156 -4.694  0.302
H -1.190 -1.434 -6.392  0.255
H 2.065 -0.813 -5.344  0.272
H 0.973 -1.099 -6.790  0.172
C 1.174 -3.610 3.581  0.143
O 1.044 -2.427 2.917  -0.425
N 2.213 -4.318 3.529  -0.423
N 0.316 -4.530 3.530  -0.379
H 2.991 -3.710 3.219  0.253
H 2.424 -4.746 4.474  0.245
H -0.543 -3.977 3.339  0.287
H 0.312 -5.119 4.481  0.261
C -3.541 0.982 -3.916  -0.709
O -2.988 -0.248 -3.393  -0.559
H -4.403 1.373 -3.500  0.369
H -3.660 0.941 -5.050  0.253
H -2.739 1.664 -3.776  0.246
H -2.634 -0.217 -2.487  0.202
C -0.159 -2.403 -1.409  -0.434
O -0.436 -2.562 -0.013  -0.622
H -0.913 -1.663 -1.805  0.130
H -0.435 -3.261 -1.941  0.481
H 0.846 -2.132 -1.545  0.153
H -0.296 -1.767 0.446  0.523
C 1.942 1.806 3.715  -0.451
O 2.448 0.640 3.136  -0.354
H 1.989 2.605 2.992  0.118
H 2.658 1.907 4.634  0.302
H 0.885 1.733 4.100  0.089
H 3.328 0.835 2.758  0.253
C 3.324 -0.675 0.439  -0.139
O 4.112 -1.518 1.270  -0.527
H 2.558 -0.178 1.024  -0.243
H 2.930 -1.201 -0.383  0.395
H 3.963 0.104 0.008  0.340
H 4.745 -1.909 0.689  0.272
C -2.027 0.431 4.036  -0.462
O -1.291 -0.855 4.248  -0.423
H -2.598 0.786 4.889  0.405
H -2.754 0.364 3.198  0.120
H -1.369 1.310 3.699  0.098
H -0.792 -0.931 5.055  0.258
C 0.715 2.887 -2.405  -0.582
O -0.349 2.356 -3.190  -0.431
H 0.451 3.690 -1.834  0.511
H 1.733 3.064 -2.847  0.372
H 0.992 2.129 -1.629  -0.125
H -0.185 1.480 -3.234  0.306



Density functional theory data (the ωB97M-V functional and the def2-TZVPD basis) for a 11-piece molecular cluster, C14H51N21O11 overall at a distorted geometry.

As for the net charge: 0. The calculation puts the orbital gap at 7.15 eV. As for the structure (SMILES): COC[C@H](C)N.NC(N)=O.NC(N)=O.NC(N)=O.NC(N)=O.NC(N)=O.NC(N)=O.NC(N)=O.NC(N)=O.NC(N)=O.NC(N)=O.

Last column: Mulliken charge in e.
Cartesian coordinates (Å):
C -34.372 -28.246 8.417  0.519
O -34.646 -27.285 7.693  -0.774
N -35.030 -28.757 9.379  -0.241
N -33.173 -28.771 8.174  -0.043
H -34.808 -29.699 9.666  0.278
H -35.968 -28.501 9.653  0.277
H -32.731 -28.299 7.399  -0.109
H -32.961 -29.586 8.733  0.193
C -29.538 -36.387 7.228  0.635
O -28.533 -35.971 7.660  -0.701
N -29.698 -37.417 6.560  -0.392
N -30.631 -35.703 7.133  -0.093
H -28.952 -38.094 6.492  0.241
H -30.595 -37.719 6.208  0.145
H -30.718 -34.715 7.322  0.181
H -31.475 -36.199 6.886  0.188
C -27.500 -28.817 9.149  0.480
O -26.570 -29.524 9.349  -0.606
N -27.882 -27.893 9.918  -0.359
N -28.212 -28.780 8.082  -0.340
H -27.311 -27.786 10.744  0.209
H -28.537 -27.163 9.677  0.223
H -28.999 -28.193 7.846  0.159
H -27.897 -29.494 7.440  0.209
C -31.894 -27.582 4.695  0.576
O -32.037 -28.630 5.278  -0.611
N -32.840 -26.692 4.653  -0.415
N -30.847 -27.171 4.133  -0.388
H -33.586 -26.802 5.325  0.231
H -32.738 -25.786 4.219  0.154
H -30.062 -27.778 3.942  0.250
H -30.837 -26.231 3.764  0.132
C -34.215 -32.398 9.978  0.559
O -33.804 -31.280 9.750  -0.552
N -33.671 -33.478 9.538  -0.330
N -35.243 -32.708 10.741  -0.439
H -34.048 -34.389 9.760  0.177
H -33.023 -33.345 8.776  0.067
H -35.697 -32.027 11.331  0.246
H -35.381 -33.706 10.820  0.118
C -31.065 -33.884 3.871  0.794
O -32.182 -34.200 4.315  -0.679
N -30.925 -33.445 2.689  -0.384
N -29.954 -33.776 4.497  -0.207
H -31.624 -33.404 1.961  0.283
H -30.054 -33.126 2.290  0.124
H -29.107 -33.934 3.970  0.251
H -29.909 -33.972 5.487  -0.059
C -31.215 -31.939 7.156  -0.116
O -30.898 -32.989 7.544  -0.537
N -32.255 -31.729 6.450  0.621
N -30.562 -30.815 7.234  0.204
H -32.793 -32.541 6.183  0.194
H -32.586 -30.784 6.320  -0.220
H -31.083 -30.044 6.840  -0.176
H -29.838 -30.558 7.890  -0.180
C -26.985 -33.318 8.922  0.548
O -26.185 -32.414 9.132  -0.712
N -28.259 -33.041 9.026  -0.073
N -26.727 -34.587 8.632  -0.380
H -28.882 -33.791 8.760  0.062
H -28.686 -32.188 9.357  0.131
H -27.447 -35.106 8.150  0.426
H -25.851 -35.071 8.767  0.192
C -30.336 -30.546 10.805  0.616
O -29.327 -30.961 10.243  -0.697
N -30.657 -29.288 10.816  -0.256
N -31.088 -31.125 11.736  -0.384
H -30.086 -28.639 10.293  0.147
H -31.551 -29.031 11.209  0.152
H -32.042 -30.843 11.910  0.111
H -30.820 -31.976 12.209  0.230
C -34.670 -31.390 2.950  0.747
O -35.581 -30.787 2.334  -0.816
N -34.843 -32.450 3.560  -0.157
N -33.457 -30.958 3.066  -0.233
H -34.135 -32.666 4.247  -0.022
H -35.714 -32.948 3.674  0.306
H -32.660 -31.503 3.360  0.067
H -33.207 -30.059 2.680  0.117
C -40.400 -31.619 4.195  -1.668
C -38.931 -31.282 4.296  0.841
C -38.168 -31.366 5.628  -0.952
O -36.751 -31.195 5.678  -0.118
C -36.214 -31.026 7.046  -0.280
N -38.203 -32.007 3.327  -0.773
H -40.648 -32.630 3.871  0.426
H -40.885 -31.094 3.372  0.393
H -41.026 -31.459 5.073  0.362
H -38.843 -30.226 4.041  0.212
H -38.450 -32.287 6.139  0.383
H -38.568 -30.567 6.253  0.386
H -36.604 -31.724 7.787  0.331
H -36.496 -30.003 7.295  0.323
H -35.127 -31.065 6.972  -0.280
H -38.574 -31.755 2.422  0.277
H -37.280 -31.599 3.276  0.051